1.
{"formula": "C29H37N3OYb", "method": "ωB97M-V/def2-TZVPD", "s2": 0.76, "homo_energy_ev": [0.1, -2.6], "spin_multiplicity": 2, "total_charge": -1, "largest_force_ha_per_bohr": 0.0604, "gap_ha": [0.0863, 0.1864], "species": ["Yb", "N", "N", "C", "C", "C", "C", "H", "H", "H", "C", "C", "H", "H", "H", "C", "C", "H", "H", "H", "C", "H", "H", "H", "C", "H", "H", "H", "C", "H", "C", "H", "C", "H", "C", "H", "C", "C", "H", "C", "C", "H", "C", "H", "N", "C", "C", "C", "H", "C", "C", "H", "H", "H", "C", "H", "C", "C", "H", "H", "H", "C", "H", "H", "H", "C", "O", "H", "H", "H", "H"], "xyz": [[1.449561, 0.544441, -0.243220], [2.824549, 2.270499, -1.257173], [-0.613892, 1.761769, -1.698630], [0.372702, -0.334845, 2.194543], [0.447768, 1.082823, 2.225641], [1.817785, 1.449578, 2.150655], [2.365240, 2.814342, 1.994991], [1.619919, 3.563478, 2.288058], [2.685027, 3.025238, 0.955379], [3.246616, 2.946670, 2.639013], [2.586390, 0.257688, 2.091330], [4.061108, 0.198649, 1.993108], [4.509117, 0.400808, 2.979748], [4.469311, 0.951907, 1.301965], [4.397290, -0.795027, 1.675305], [1.693472, -0.843544, 2.100873], [2.095079, -2.272412, 2.118282], [2.908571, -2.475719, 1.404253], [1.248290, -2.932409, 1.888359], [2.465654, -2.562415, 3.116070], [-0.685677, 2.016377, 2.406551], [-0.786077, 2.325475, 3.463774], [-1.639174, 1.550350, 2.117401], [-0.551726, 2.935207, 1.816277], [-0.857270, -1.138274, 2.402464], [-0.778695, -2.128909, 1.930037], [-1.741368, -0.628485, 1.993765], [-1.054953, -1.310053, 3.476781], [4.059395, 2.303899, -1.793077], [4.861567, 2.627648, -1.117908], [4.268511, 1.952014, -3.125795], [5.278562, 1.990422, -3.532344], [3.183379, 1.521823, -3.914532], [3.344365, 1.101431, -4.911919], [1.897272, 1.671823, -3.420358], [0.995840, 1.416256, -3.984007], [1.744920, 2.213536, -2.118200], [0.517549, 2.533883, -1.489150], [0.524510, 3.212251, -0.628782], [-0.870509, 0.579615, -0.985483], [-1.663170, 2.033729, -2.595683], [-1.607332, 2.839546, -3.294622], [-2.632348, 1.160211, -2.311055], [-3.622691, 1.044102, -2.707460], [-2.159769, 0.311019, -1.302607], [-2.949814, -0.667048, -0.628207], [-4.094568, -0.267628, 0.082792], [-4.843312, -1.251396, 0.738435], [-5.734151, -0.945097, 1.288622], [-4.473521, -2.596826, 0.702479], [-5.336253, -3.639467, 1.351927], [-4.731264, -4.449818, 1.771729], [-6.034926, -4.098059, 0.637665], [-5.938502, -3.201865, 2.154815], [-3.314122, -2.956484, 0.012271], [-3.007365, -4.001122, -0.027541], [-2.532613, -2.003252, -0.648635], [-1.275622, -2.407638, -1.353500], [-1.153507, -1.916874, -2.329621], [-1.301348, -3.492938, -1.520335], [-0.377615, -2.196186, -0.745709], [-4.454893, 1.177923, 0.189739], [-4.762992, 1.604787, -0.772541], [-3.633831, 1.791792, 0.588126], [-5.294571, 1.278185, 0.883517], [3.473705, -1.450939, -1.718601], [2.061673, -1.136480, -1.659505], [3.818297, -1.463165, -2.760760], [3.666522, -2.418358, -1.234476], [4.005834, -0.665578, -1.160701], [1.544094, -1.812882, -2.134604]], "forces_ev_per_angstrom": [[0.1, 0.1, 1.1], [-0.4, 0.4, 1.0], [-2.3, -1.9, -0.9], [0.6, 0.4, 0.0], [0.8, -0.5, -0.1], [-0.3, -0.9, 0.1], [0.4, 0.8, 0.1], [0.2, 0.0, -0.1], [-0.2, 0.0, 0.4], [-0.1, 0.1, 0.0], [-0.8, 0.2, -0.3], [0.7, 0.1, 0.2], [0.1, -0.1, -0.2], [-0.1, -0.2, 0.1], [0.1, 0.2, 0.0], [-0.3, 0.6, 0.0], [0.2, -0.5, 0.2], [-0.2, -0.1, 0.1], [0.2, 0.1, 0.0], [0.0, -0.1, -0.2], [-0.5, 0.5, 0.2], [0.0, 0.0, -0.3], [0.2, 0.2, 0.0], [-0.2, -0.2, 0.1], [-0.5, -0.3, 0.1], [-0.1, 0.2, 0.1], [0.1, -0.2, 0.0], [0.0, 0.0, -0.2], [0.8, -0.1, -1.8], [0.0, -0.2, -0.3], [0.8, 0.4, 1.2], [-0.1, -0.1, 0.0], [0.6, -0.9, -1.0], [0.0, 0.2, 0.3], [-1.1, 0.6, 1.5], [0.3, 0.2, -0.1], [0.0, -0.5, -1.6], [1.0, 1.1, 0.9], [-0.1, -0.4, -0.2], [-0.5, 2.1, -0.5], [0.7, -0.1, 1.2], [0.0, 0.2, -0.1], [-0.7, -0.5, 0.0], [-0.1, 0.0, -0.1], [0.0, 0.0, -0.3], [-0.1, -0.3, 0.1], [0.5, -0.6, -0.1], [0.3, 0.1, -0.2], [0.2, -0.1, -0.1], [0.1, 0.2, -0.3], [-0.2, -0.2, 0.2], [-0.1, 0.1, 0.0], [0.2, 0.1, 0.1], [0.1, -0.1, -0.1], [0.0, 0.4, 0.0], [-0.1, 0.2, 0.1], [-0.4, 0.2, 0.1], [0.4, -0.6, -0.2], [-0.1, 0.0, 0.3], [0.1, 0.2, 0.0], [-0.4, 0.1, -0.2], [-0.4, 0.4, 0.2], [0.1, 0.0, 0.2], [-0.1, -0.2, -0.2], [0.0, 0.1, -0.1], [-0.1, 0.0, 0.1], [0.4, -1.2, -0.5], [-0.1, 0.1, 0.3], [-0.1, 0.1, -0.1], [-0.2, -0.2, -0.3], [0.4, 0.4, 0.2]]}

***

2.
{"formula": "C29H38AlCl4F8IN3O9S3", "method": "ωB97M-V/def2-TZVPD", "homo_energy_ev": -6.4, "total_charge": -1, "largest_force_ha_per_bohr": 0.1302, "gap_ha": 0.1065, "species": ["C", "C", "C", "I", "C", "C", "C", "C", "C", "C", "C", "C", "C", "C", "C", "C", "C", "O", "C", "O", "C", "N", "C", "C", "O", "H", "H", "H", "H", "H", "H", "H", "H", "H", "H", "H", "H", "H", "H", "H", "H", "H", "H", "H", "H", "H", "H", "H", "H", "H", "H", "Al", "F", "C", "C", "N", "H", "H", "H", "C", "F", "F", "F", "S", "O", "O", "N", "S", "O", "O", "C", "F", "F", "F", "C", "C", "C", "S", "O", "O", "C", "H", "H", "H", "H", "H", "H", "H", "H", "Cl", "F", "C", "Cl", "Cl", "Cl", "H"], "xyz": [[4.049463, -0.729017, 1.126578], [2.845783, 0.271206, 1.581703], [3.245043, 1.787694, 1.094644], [4.415981, 2.663910, 2.704432], [1.984127, 2.643323, 0.614315], [1.295738, 2.191780, -0.577638], [1.715533, 0.943816, -1.471370], [0.674915, -0.292922, -1.369618], [1.480177, -1.684799, -1.641414], [0.794112, -2.948641, -0.874555], [1.598461, -2.029066, -3.220459], [2.487453, -3.348908, -3.525394], [4.048801, -3.083196, -3.490767], [5.019827, -4.046396, -4.039462], [4.957308, -5.606822, -3.672924], [6.239416, -3.606468, -5.011916], [-0.012050, 3.016742, -1.049479], [-0.302609, 3.122600, -2.293470], [-0.908469, 3.630800, 0.169659], [-2.351511, 3.709470, 0.005171], [-3.036443, 3.502327, 1.247760], [-3.480094, 3.727183, 2.358870], [-0.223468, 4.077168, 1.338428], [1.390502, 3.949065, 1.303522], [2.036048, 4.911365, 1.786566], [4.140262, -0.703092, -0.017242], [3.788597, -1.773458, 1.539481], [5.036965, -0.360739, 1.599221], [2.815025, 0.281874, 2.729662], [1.827973, -0.028083, 1.136426], [3.973133, 1.633469, 0.204898], [2.762046, 0.527786, -1.273352], [1.714768, 1.307780, -2.575605], [-0.095020, -0.211324, -2.240023], [0.073356, -0.309368, -0.394477], [2.570391, -1.642355, -1.239068], [0.478443, -2.594998, 0.169840], [1.643514, -3.729919, -0.743684], [-0.064569, -3.433810, -1.457881], [2.084214, -1.172617, -3.828037], [0.565911, -2.223225, -3.700364], [2.286810, -4.221122, -2.786164], [2.248368, -3.787221, -4.593512], [4.494152, -2.149775, -2.997643], [4.726590, -5.800588, -2.537477], [4.181547, -6.081755, -4.386927], [5.965183, -6.095525, -3.932206], [7.222692, -3.423982, -4.435883], [6.445711, -4.523736, -5.692020], [5.964622, -2.742251, -5.711047], [-0.744469, 4.542728, 2.240400], [-2.645907, 3.182730, -2.266581], [-0.401706, -0.023712, -4.050625], [-5.948177, 5.589443, 4.262145], [-6.089664, 6.711168, 5.194380], [-6.195914, 7.592688, 5.927378], [-6.800450, 5.520924, 3.581140], [-5.049728, 5.688694, 3.648202], [-5.876553, 4.634671, 4.788892], [-2.133779, 6.608650, 6.515687], [-2.724616, 5.393508, 6.567604], [-0.992097, 6.447095, 5.801592], [-2.936445, 7.390593, 5.755389], [-1.825246, 7.321246, 8.168279], [-0.942429, 6.364679, 8.813931], [-3.144818, 7.433932, 8.764131], [-1.157352, 8.674597, 7.677435], [-0.730090, 9.620157, 8.879141], [0.389407, 9.168629, 9.686572], [-1.812326, 10.239180, 9.626069], [-0.043063, 10.976479, 7.868307], [-0.963927, 11.513059, 7.031970], [0.978860, 10.565718, 7.080204], [0.434856, 11.995920, 8.614508], [-4.449792, -5.155995, -3.932164], [-3.548173, -6.115633, -3.152625], [-2.106862, -5.634891, -3.326287], [-2.197835, -3.868797, -3.593844], [-1.746313, -3.582083, -4.930596], [-1.664983, -3.183197, -2.435655], [-3.978533, -3.755226, -3.564177], [-5.504744, -5.301474, -3.687911], [-4.324743, -5.323308, -5.007163], [-3.820109, -6.089904, -2.091541], [-3.663015, -7.146027, -3.494808], [-1.506017, -5.836202, -2.438349], [-1.637404, -6.085371, -4.202941], [-4.314635, -2.990614, -4.264223], [-4.279758, -3.493033, -2.546948], [3.411934, -7.087212, -2.073648], [0.651883, -4.649040, -5.219523], [-3.013394, -10.319206, -3.138024], [-2.141822, -11.623205, -3.957234], [-1.881662, -9.105464, -2.524007], [-4.191440, -9.576256, -4.231748], [-3.551680, -10.744818, -2.292835]], "forces_ev_per_angstrom": [[-0.8, 0.6, 0.7], [0.8, 0.3, -0.1], [-0.5, -0.8, -0.9], [-0.3, -0.1, -0.6], [-1.6, -0.9, -2.3], [0.7, 1.1, 2.0], [-0.7, 0.4, -0.9], [0.1, -0.5, -0.9], [-0.4, -0.8, 0.0], [1.2, 0.2, -0.1], [0.3, -0.3, -0.6], [2.5, 1.6, 1.4], [-1.8, -1.2, 0.2], [1.0, -1.9, 0.0], [1.0, 2.8, -3.3], [-0.4, -0.9, 0.3], [0.4, -0.5, -1.1], [-0.4, -0.3, 4.7], [3.4, 0.6, 2.5], [-0.4, -1.1, 3.1], [-0.3, 2.7, 2.9], [2.2, -1.7, -6.1], [-0.9, -1.4, -3.2], [0.9, 2.0, 1.1], [-2.3, -3.9, -1.8], [-0.1, -0.3, 1.7], [0.6, 1.5, -0.9], [-1.6, -0.6, -0.8], [-0.3, -0.1, -1.8], [1.6, 0.4, 0.7], [-1.3, 0.7, 1.5], [-1.4, 1.1, 0.2], [-0.2, -0.7, 1.8], [1.1, 0.1, 0.7], [1.2, -0.1, -1.0], [-1.7, 0.2, -0.5], [0.3, -0.7, -1.4], [-1.5, 1.1, 0.0], [1.4, 1.1, 1.1], [-1.0, -1.2, 1.1], [1.6, 0.5, 0.9], [0.2, 0.6, -1.4], [-0.9, -0.5, 0.7], [-0.8, -0.9, -1.4], [-0.7, -0.1, -1.0], [0.7, 0.7, 1.8], [-1.3, 1.0, 0.4], [-1.6, 0.0, -0.8], [-0.4, 1.5, 1.2], [0.4, -1.0, 1.4], [0.9, -0.6, -1.4], [0.4, -0.4, -1.0], [-0.1, 0.5, 0.5], [0.1, -0.2, -0.2], [0.0, 0.1, 0.1], [-0.1, -0.4, -0.4], [0.0, 0.2, 0.2], [0.0, 0.1, 0.2], [0.0, 0.2, 0.1], [-0.2, -0.2, -1.9], [0.3, 0.5, 0.4], [-0.3, 0.0, 0.5], [0.3, -0.2, 0.5], [-0.8, -1.3, 1.4], [-0.3, 0.8, -0.8], [1.0, 0.2, -0.7], [-0.1, -0.3, 0.8], [0.2, 0.8, 1.9], [-0.6, 0.1, -0.9], [0.6, -0.5, -0.9], [0.6, 1.2, -1.5], [0.2, -0.4, 0.5], [-0.4, -0.1, 0.5], [-0.4, -0.8, 0.1], [-0.1, -0.1, -0.1], [-0.2, -0.1, 0.1], [0.0, -0.6, 0.1], [0.4, 0.2, -0.8], [-0.5, 0.2, 0.7], [-0.4, 0.0, -0.4], [-0.6, 0.0, 0.0], [0.1, 0.0, 0.0], [0.0, 0.1, 0.1], [0.0, 0.0, -0.1], [0.0, 0.3, 0.1], [0.1, 0.1, -0.2], [0.1, 0.3, 0.0], [0.2, 0.0, 0.1], [0.1, 0.0, -0.1], [-0.4, -0.3, 0.9], [1.3, 0.3, 0.4], [0.1, 0.1, 0.1], [-0.1, 0.1, 0.1], [-0.1, -0.2, 0.0], [0.0, -0.2, 0.1], [0.1, 0.1, -0.2]]}